21
Properties=species:S:1:pos:R:3 method="wB97M-V/def2-TZVPD" charge=-1 relative_energy_ev=0.724 gap_ev=7.06 energy_ha=-424.00701
C -1.27102 -0.84791 1.96825
O -0.24600 -0.45566 2.90594
C -1.01585 -0.62103 0.48599
C 0.28026 -1.33715 0.02262
C 0.61543 -0.75866 -1.33831
C 1.38209 0.60626 -1.21295
O 1.19367 1.39366 -2.29613
H -1.44846 -1.87152 2.32569
H -2.20475 -0.39395 2.34016
H 0.14514 0.39316 2.64251
H -1.80978 -1.04807 -0.14040
H -1.07141 0.45321 0.31887
H 1.10392 -1.19819 0.74182
H -0.01837 -2.37166 0.24010
H -0.24415 -0.58847 -1.98222
H 1.27893 -1.47569 -1.84961
H 2.45880 0.51169 -0.97811
H 1.01671 1.07831 -0.25141
H 0.26956 2.26424 -1.97875
H -0.00870 3.35763 -0.59714
O -0.40603 2.90981 -1.36692